1.
The following is a DFT calculation (ωB97M-V with the def2-TZVPD basis set) of 13 unconnected molecules or ions with the total composition C43H102BO20.

Each line ends with the Mulliken charge.
Positions of all 166 atoms, in Å:
O 6.6539 -2.7253 1.7235  -0.387
O -0.5428 -0.1212 -1.1098  -0.225
O -0.4936 -1.5307 6.3727  -0.573
O -3.2825 1.2588 0.4865  -0.691
O 0.0889 5.5087 -4.7962  -0.228
O 5.5731 0.0413 4.7539  -0.435
O -0.3327 0.4664 -4.2834  -0.709
O 0.7713 -0.4261 0.9348  -1.217
O -3.4294 3.5368 2.1281  -0.436
O -1.6302 -0.1796 0.9670  0.372
O 2.2060 -1.6066 2.2093  -0.607
O -3.1535 -5.4658 0.7145  -0.449
O 0.4764 -3.8433 1.3507  -0.618
O 2.6129 3.3740 -1.3058  -0.402
O -2.4161 0.4863 6.0656  -0.656
O -5.6742 -3.0917 -2.2957  -0.633
O -6.7331 3.5839 -2.8367  -0.596
O -1.7734 1.5187 -2.0219  -0.144
O -0.5428 -2.2056 0.1942  0.465
O 1.5054 -3.9193 -3.7400  -0.505
C 1.1955 3.3452 -1.3097  1.042
C 0.3655 -2.0447 5.3425  0.643
C -5.6983 2.8720 -2.1120  0.807
C -1.5342 1.3525 3.9750  -0.099
C 3.1729 3.6850 -2.5690  0.274
C 1.7072 -0.0510 -5.3520  -1.614
C 1.2605 -1.5274 1.4866  0.085
C -2.1687 -6.7415 -1.0546  -1.438
C -0.1401 -3.3526 4.7694  -0.882
C 8.4702 -2.8918 3.2527  -1.485
C -4.3380 -4.0653 2.2208  -1.231
C 4.6160 -1.6736 6.0904  -1.387
C 0.9825 6.1743 -5.6580  -0.238
C -1.4854 3.7824 -4.3850  -0.732
C -3.5774 -2.1216 -1.5104  -0.016
C -2.9798 -4.5394 1.7677  0.701
C 3.2258 5.1744 -2.8152  -1.039
C -4.7727 3.7835 2.5438  0.563
C -4.3399 -3.3860 -1.8559  -0.450
C 4.3600 -0.6491 5.0019  0.322
C -4.5261 3.8103 -1.9054  -0.377
C 1.2215 7.5500 -5.0761  -1.215
C 0.7189 3.1759 0.1160  -1.102
C -2.2980 0.6358 0.1938  0.071
C 6.7326 1.8092 3.6564  -1.378
C -2.7247 0.7392 4.7010  0.171
C 2.5825 -3.0949 -3.3787  1.201
C -5.3321 4.9940 1.8080  -1.313
C -0.4688 4.3381 -5.3570  -0.576
C -3.2210 -0.5173 3.9983  -0.192
C 4.8814 -2.7665 0.1334  -0.913
C -5.6450 2.5562 2.4123  -0.791
C 1.0591 0.3435 -4.0517  3.146
C -5.3016 1.6217 -2.8697  -0.951
C -0.8072 -4.4612 -3.5147  -1.219
C -1.5557 0.7254 -1.1504  0.348
C 7.4142 -1.9835 2.6460  0.478
C 5.4266 1.0371 3.7594  0.145
C 3.8524 -3.6200 -4.0096  -1.611
C -1.9200 -5.8318 0.1274  0.844
C 0.2909 -3.4800 -3.1797  1.266
C 5.6031 -1.9590 1.1756  0.749
C 0.3722 -2.7053 1.0138  0.952
B -0.4702 -0.7391 0.2176  0.530
H 9.1665 -2.3074 3.8539  0.385
H -1.0037 3.6836 -3.4115  0.005
H 6.8780 2.4313 4.5378  0.338
H -6.6297 2.8071 2.8260  0.508
H 5.4230 -2.3487 5.8078  0.283
H 0.2826 8.0997 -5.0402  0.316
H 1.9480 8.1267 -5.6530  0.388
H 7.5665 1.1152 3.5522  0.258
H 4.6073 1.7054 4.0539  0.492
H -1.8054 1.5029 2.9293  -0.148
H -4.3341 -4.1172 -1.0429  0.193
H -2.3218 4.4725 -4.2755  0.312
H -5.8115 2.2759 1.3699  -0.055
H -4.9338 -4.8984 2.6035  0.416
H 3.7230 -2.2730 6.2719  0.331
H 0.3035 3.5816 -5.5695  0.214
H 2.2584 5.6642 -2.7054  0.123
H -1.7391 -0.2124 6.0708  0.452
H 0.8656 2.4672 -1.8807  -0.570
H -3.5445 1.4619 4.6578  0.140
H -1.1628 -3.2656 4.3991  0.090
H -1.2480 -6.3567 0.8197  0.365
H 7.9944 -3.6971 3.8089  0.319
H -4.0956 -0.9253 4.5125  0.450
H 1.1351 3.9324 0.7847  0.519
H 4.1884 3.2809 -2.5743  0.313
H -4.9913 1.9130 -3.8736  0.357
H -2.9083 -6.3307 -1.7470  0.213
H 0.7835 4.2629 -1.7402  0.258
H 7.8794 -1.1188 2.1534  0.216
H -4.5560 5.7419 1.6386  0.307
H -2.5150 -2.3102 -1.3333  -0.227
H -4.7046 4.0284 3.6109  0.351
H -3.6125 -1.3915 -2.3210  0.208
H -2.5803 -7.6995 -0.7273  0.403
H 0.9388 2.1948 0.5391  -0.117
H -3.8147 3.3538 -1.2105  -0.029
H -0.4206 -2.1063 7.1383  0.279
H 3.9365 -2.2849 -0.1192  -0.043
H -2.4743 -1.3196 4.0198  -0.460
H 3.9299 5.6617 -2.1390  0.362
H 3.5681 0.0562 5.2785  0.519
H -4.8111 4.7845 -1.5113  0.371
H 2.6297 3.1283 -3.3442  -0.309
H -6.1899 0.9894 -2.9446  0.334
H -6.1704 -2.7695 -1.5374  0.354
H 4.8848 -1.1741 7.0240  0.317
H 0.4008 -3.4266 -2.0834  -0.322
H -0.7495 0.7879 -3.4677  0.048
H 4.0455 -1.1875 4.0973  -0.165
H 6.7794 -1.6233 3.4691  -0.090
H -4.4965 1.0752 -2.3848  -0.096
H -0.4469 -5.4728 -3.3315  0.285
H 1.1820 -0.9110 -5.7757  0.319
H -4.0029 -1.6928 -0.5965  0.272
H 3.5752 5.4112 -3.8273  0.383
H 3.9817 -4.6849 -3.8179  0.374
H -1.2468 -6.9051 -1.6100  0.358
H -1.3235 2.3508 4.3602  0.359
H -1.8434 2.7957 -4.6711  0.370
H 3.8314 -3.4900 -5.0951  0.387
H 1.2622 -0.3727 -3.2491  -0.626
H -4.8674 -3.5866 1.4000  0.144
H -3.4542 -0.3015 2.9556  0.147
H 2.7661 -0.2878 -5.2494  0.333
H 0.5361 6.2239 -6.6622  0.412
H 5.1792 0.6051 2.7814  -0.001
H 1.3601 -2.2062 5.7724  -0.006
H -6.0989 2.6464 -1.1171  0.016
H -3.4691 2.9396 1.3670  0.215
H -5.2354 1.7174 2.9693  0.052
H 4.9002 -1.6778 1.9696  -0.550
H -7.5712 3.4277 -2.3966  0.367
H 4.6348 -3.7619 0.5085  0.341
H -0.6389 0.7302 4.0235  -0.204
H 0.0081 -2.4667 -3.5033  -0.101
H -0.9227 4.5741 -6.3326  0.405
H -2.4044 -3.6701 1.4219  -0.469
H 1.6008 0.7574 -6.0791  0.435
H -1.4150 -4.9078 -0.1795  -0.500
H -1.6801 -4.2280 -2.9102  -0.049
H 4.7135 -3.0535 -3.6513  0.371
H 1.6351 7.4566 -4.0724  0.243
H -0.3681 3.3059 0.1775  0.256
H -3.9484 3.9569 -2.8200  -0.121
H 2.3952 -2.0745 -3.7359  -0.461
H 5.4859 -2.9034 -0.7645  0.346
H -3.8803 -3.8882 -2.7105  0.223
H 0.4702 -3.6613 3.9168  0.180
H 6.0084 -1.0482 0.7123  0.263
H 6.7078 2.4370 2.7638  0.388
H -1.0870 -4.4006 -4.5686  0.434
H 9.0678 -3.3668 2.4675  0.366
H -4.2310 -3.3857 3.0701  0.275
H -0.0777 -4.1503 5.5131  0.456
H 2.7064 -3.0188 -2.2866  -0.067
H 0.4767 -1.2689 4.5893  -0.199
H 1.4385 1.3181 -3.7143  -1.512
H -5.6517 4.6976 0.8025  0.089
H 1.9230 5.6136 -5.7646  0.233
H -6.1361 5.4819 2.3615  0.448
H -2.4270 -5.0088 2.5909  0.428

Values from the calculation:
**Multiplicity**: 1
**Total charge**: -1
**HOMO energy**: -7.525 eV
**Orbital gap**: 9.81 eV
**Lowest unoccupied orbital energy**: 0.08382 Ha



2.
The following is a DFT calculation (ωB97M-V with the def2-TZVPD basis set) of 16 unconnected molecules or ions with the total composition C43H105FO20S2.

Each line ends with the Mulliken charge.
Positions of all 171 atoms, in Å:
S 2.1970 0.0734 1.5890  -0.055
S 2.8929 0.9242 -1.7007  0.902
F 3.8024 5.2135 -0.3380  -0.244
O 1.2186 -4.6952 9.1384  -0.504
O -0.1520 -10.9210 1.3928  -0.480
O 2.9459 -5.8685 -1.5094  -0.318
O -3.8917 -0.2147 -10.2235  -0.510
O 4.4869 13.0305 0.1174  -0.506
O 5.8717 5.0774 -1.1062  -0.463
O -6.3195 -3.8759 1.3400  -0.469
O -3.7231 -10.0315 1.3690  -0.548
O -2.9538 3.6710 2.4854  -0.448
O 3.2809 0.1776 8.4720  -0.445
O 1.8986 -6.6889 1.2590  -0.509
O 3.8671 2.2002 -1.2478  -0.433
O -6.2869 7.3356 -3.1146  -0.273
O 5.4271 9.6975 -1.9774  -0.513
O -0.6099 2.5260 3.0539  -0.493
O -3.5962 -5.7057 0.4236  -0.407
O 3.9019 -0.3834 -1.6880  -0.492
O -2.3312 3.0241 -0.6682  -0.319
O -2.7090 2.1269 -7.6115  -0.454
O 2.5276 1.1833 -3.0950  -0.665
C -5.1997 4.7563 -4.5986  -0.530
C -4.9380 3.1839 -4.5463  -0.641
C 0.4059 -1.3951 -1.7136  -0.375
C 0.1459 3.6455 3.5000  -0.526
C 0.6534 -3.6306 5.1900  -0.667
C 4.7357 -0.8694 3.3397  -0.367
C -1.7625 1.0787 -3.2552  0.360
C -0.2522 -1.0120 -3.0999  -0.414
C 2.8454 -3.7645 3.9705  -0.344
C -1.7145 -0.4346 -2.7810  -0.669
C -6.4276 8.7331 -3.4278  -0.693
C 4.2122 2.1537 0.1548  0.384
C 5.0269 4.5807 -0.4376  0.477
C -2.5054 3.5352 -7.5617  -0.586
C 5.8284 12.9943 -0.3571  -0.430
C 1.2445 -2.5002 5.9752  -0.810
C 0.0921 -5.4679 8.7975  -0.490
C -6.6715 -3.6608 2.7022  -0.503
C -3.7969 2.8244 -3.4808  -0.246
C 3.7609 -1.2079 -0.5005  -0.286
C 2.6317 -2.2935 -0.5618  -0.429
C -2.9701 -8.8861 1.7577  -0.481
C 0.7686 -7.4727 0.9010  -0.421
C 5.3540 3.2559 0.3446  -0.757
C -6.5717 5.0579 -3.8560  -0.631
C 4.0355 0.0159 9.6679  -0.573
C -2.7065 -0.9774 -10.0575  -0.470
C 3.4326 -2.6217 4.7058  0.534
C 5.6705 8.2950 -1.9103  -0.505
C 1.7337 -2.2526 -1.8974  -1.324
C 4.5225 -1.4346 1.9017  -0.988
C 2.6059 -1.9927 5.7490  -0.146
C 4.8950 -2.1034 4.3711  -1.220
C 1.4871 -4.2830 4.1799  -0.519
C 4.8437 0.7936 0.6507  -1.177
C 0.6028 -11.0987 2.5841  -0.616
C -3.1768 1.4302 -3.9457  -0.586
C 4.2829 -5.9220 -1.9954  -0.682
C -2.1233 4.4303 -0.6090  -0.721
C 3.8212 -0.4043 0.8731  1.622
C -7.0616 6.5397 -4.0234  -0.577
C -4.2824 3.2167 2.2610  -0.616
C -3.3818 -5.8032 -0.9770  -0.538
H -7.5043 9.0383 -3.2826  0.266
H 3.8984 -0.2568 3.7541  0.257
H -0.3844 -4.0042 5.3348  0.469
H -5.8922 2.6962 -4.2037  0.405
H -2.5568 -6.4919 -1.1569  0.185
H 0.5918 -8.2122 1.6801  0.050
H -4.7198 3.8015 1.4534  0.182
H 1.9115 -2.3020 0.2945  0.489
H -1.5147 4.7521 -1.4588  0.340
H 3.9456 12.5505 -0.5191  0.305
H 6.4625 13.5320 0.3459  0.242
H -6.0739 8.9024 -4.4813  0.303
H -4.2826 -6.1841 -1.4662  0.288
H 6.1672 11.9582 -0.4293  0.171
H -6.9597 6.9000 -5.0844  0.330
H 3.1071 -3.3195 -0.5683  0.043
H 3.5138 -4.2361 3.2008  0.355
H 2.3467 1.2303 2.3351  0.123
H -6.3897 4.8892 -2.7614  0.214
H -7.7323 -3.8766 2.8502  0.242
H -1.5430 1.7640 -2.3831  -0.577
H 5.6421 0.5236 -0.1038  0.305
H -2.4723 -1.0593 -3.3277  0.354
H -2.5864 3.1396 3.2040  0.313
H -0.9823 1.2978 -4.0389  0.407
H -0.9967 2.7652 2.2009  0.280
H -1.0806 -11.0513 1.6223  0.282
H -8.1610 6.5827 -3.7685  0.338
H -4.6982 2.7824 -5.5691  0.358
H 5.0683 9.9646 -1.1241  0.267
H -3.0310 3.6451 -3.3962  0.171
H -3.6340 -8.0267 1.8674  0.314
H 4.7233 -1.8018 -0.4937  0.531
H -2.2076 -8.6747 1.0039  0.158
H 2.0356 -6.0436 0.5577  0.267
H -1.4624 2.6086 -0.6289  0.100
H -2.8239 -1.9251 -10.5808  0.245
H 6.0774 7.9670 -2.8650  0.263
H 0.9374 3.8710 2.7797  0.159
H 5.5496 -1.6578 1.4758  0.311
H 4.7362 7.7646 -1.7152  0.217
H -1.8398 1.7122 -7.5664  0.264
H -5.2647 5.1071 -5.6699  0.351
H 0.6068 -2.0274 6.7604  0.512
H -1.8864 -0.5047 -1.6680  0.326
H -3.4730 4.0320 -7.6104  0.190
H -0.3289 -2.0826 -1.2018  0.526
H 0.2834 -5.9841 7.8526  0.212
H 5.5511 -2.9179 3.9748  0.381
H -6.8548 -3.2764 0.8087  0.280
H 5.4210 1.0543 1.5871  0.269
H 2.4006 -6.3563 -2.1368  0.230
H 0.2954 -10.3635 3.3332  0.260
H 5.4400 3.4449 1.4453  0.414
H 3.7272 0.7609 10.4054  0.262
H -0.5082 4.5136 3.6149  0.293
H 5.6868 -0.2788 3.4411  0.349
H -4.3440 5.3100 -4.1294  0.246
H -4.1398 -9.8262 0.5251  0.301
H 1.3442 -4.0645 8.4182  0.297
H -6.4613 -2.6255 2.9813  0.258
H -4.3307 -5.0913 0.5577  0.230
H -1.8942 3.8530 -8.4100  0.338
H 0.4517 -12.1088 2.9732  0.307
H -0.3180 -1.9242 -3.7628  0.267
H -3.1268 -4.8211 -1.3841  0.235
H 1.6575 -10.9566 2.3531  0.232
H -0.7826 -4.8181 8.7010  0.232
H -4.8786 3.3506 3.1673  0.303
H 4.6148 -6.9610 -2.0551  0.318
H 5.0900 0.1550 9.4358  0.214
H 3.9374 -2.3863 1.8359  0.042
H -3.9382 0.6256 -3.7728  0.334
H -3.0911 4.9281 -0.6508  0.252
H -5.7672 9.3024 -2.7232  0.218
H -3.7617 0.6175 -9.7516  0.312
H -6.0786 -4.3284 3.3249  0.213
H 3.8841 -0.9886 10.0702  0.255
H 2.3087 -2.0009 -2.8230  0.333
H 2.3537 0.0503 8.7022  0.277
H 3.0013 -1.1284 6.3578  0.381
H 4.9268 -5.3778 -1.3061  0.224
H -1.6228 4.6935 0.3261  0.228
H 0.5941 3.4026 4.4626  0.290
H -4.3336 2.6733 -2.5050  0.151
H -0.1123 -6.8305 0.8065  0.265
H -2.9838 1.4789 -5.0560  -0.009
H 5.8865 13.4750 -1.3365  0.233
H 0.9600 -7.9854 -0.0457  0.335
H -4.2710 2.1617 1.9763  0.261
H 6.3917 8.0807 -1.1181  0.254
H -0.0913 -6.2037 9.5793  0.252
H -7.3442 4.3116 -4.2002  0.384
H 5.3578 -1.7377 5.3295  0.420
H 0.5625 -0.5237 -1.0260  0.052
H -2.4864 -9.0924 2.7123  0.260
H -2.0089 3.8023 -6.6253  0.244
H 6.3227 2.8684 -0.0767  0.293
H 4.3375 -5.4582 -2.9832  0.289
H 1.3755 -3.3166 -2.0398  0.372
H 3.3431 2.5221 0.7563  0.122
H -1.8563 -0.4341 -10.4790  0.228
H -2.5378 -1.1698 -8.9942  0.195
H 0.4111 -0.2693 -3.6099  0.251
H 1.1394 -5.1352 3.5422  0.395

Values from the calculation:
**Multiplicity**: 1
**HOMO energy**: -8.841 eV
**Orbital gap**: 8.99 eV
**Lowest unoccupied orbital energy**: 0.00546 Ha